ORCA calculation (wB97M-V/def2-TZVPD) on C20H27ClHgNO2P as an isolated structure in a non-equilibrium geometry.

Atoms and positions in Å:
1 C -2.8093 0.2080 -4.0991
2 C -2.6123 -1.0202 -3.4536
3 C -1.9094 -1.0868 -2.2339
4 C -1.3886 0.0842 -1.6331
5 C -1.5662 1.3140 -2.3245
6 C -2.2745 1.3766 -3.5385
7 C -1.6908 -2.4170 -1.5447
8 C -0.2283 -2.8883 -1.3677
9 N 0.8182 -1.8336 -1.1170
10 Hg 0.0000 0.0000 0.0000
11 C -0.8689 2.5352 -1.7519
12 P 0.7905 1.9095 -1.1800
13 H -3.0083 -1.9406 -3.9016
14 H -2.3983 2.3372 -4.0538
15 H -3.3618 0.2526 -5.0440
16 H -1.3852 2.9086 -0.8466
17 H -0.7818 3.3685 -2.4720
18 H -2.1461 -2.3587 -0.5448
19 H -2.2169 -3.2212 -2.0896
20 H -0.1951 -3.5829 -0.5136
21 C 1.5189 3.2536 -0.1523
22 C 1.7911 1.9991 -2.7355
23 H 0.1003 -3.4591 -2.2586
24 C 1.3751 -1.3983 -2.4207
25 C 1.9116 -2.4285 -0.3077
26 H -0.6716 1.1424 0.8329
27 H 1.8662 -2.2509 -2.9330
28 H 0.5611 -1.0118 -3.0507
29 H 2.1161 -0.6065 -2.2438
30 H 2.4442 -3.1743 -0.9149
31 H 2.6194 -1.6438 0.0311
32 H 1.4729 -2.9358 0.5637
33 H 1.8081 3.0346 -3.1190
34 H 2.8256 1.6659 -2.5488
35 H 1.3307 1.3435 -3.4920
36 H 1.6705 4.1769 -0.7384
37 H 0.8397 3.4530 0.6922
38 H 2.4852 2.9133 0.2560
39 H 1.1679 -0.0183 1.1628
40 Cl 0.6072 0.8400 7.5176
41 C 0.1658 0.0486 6.0155
42 C -0.2803 -1.2721 6.0229
43 C -0.6327 -1.9008 4.8248
44 C -0.5412 -1.2228 3.5877
45 C -0.0950 0.1121 3.6086
46 C 0.2554 0.7395 4.8081
47 C -0.9345 -1.9574 2.3409
48 O -1.4735 -3.1482 2.4796
49 O -0.7652 -1.5369 1.0943
50 H -0.3553 -1.8147 6.9568
51 H -0.9729 -2.9273 4.8733
52 H -0.0189 0.6984 2.7284
53 H 0.5947 1.7681 4.7959

Force components x, y, z for each atom (eV/Å):
C 0.2 0.0 0.3
C 0.1 0.4 0.1
C 0.3 0.1 0.3
C -0.9 0.4 -1.4
C 0.2 -0.3 0.2
C 0.0 -0.4 0.2
C -0.2 -0.2 0.2
C 0.2 -0.3 0.1
N 0.2 -0.8 -0.7
Hg 1.1 -0.1 -1.5
C 0.1 -0.1 0.3
P 2.0 2.3 -2.6
H 0.2 0.4 0.3
H 0.1 -0.4 0.3
H 0.2 0.0 0.4
H 0.1 -0.2 -0.4
H 0.0 -0.4 0.3
H 0.2 0.0 -0.3
H 0.2 0.4 0.1
H -0.2 0.4 -0.3
C -0.1 0.0 0.1
C -0.1 0.6 -0.2
H -0.1 0.3 0.2
C 0.0 0.0 0.1
C 0.0 0.0 0.2
H -1.2 1.6 1.3
H -0.2 0.4 0.2
H 0.3 -0.1 0.2
H -0.2 -0.3 -0.1
H 0.0 0.1 0.1
H -0.4 -0.5 -0.3
H 0.2 0.4 -0.2
H 0.1 -0.4 0.0
H -0.4 0.1 0.0
H 0.2 0.2 0.3
H -0.1 -0.4 0.3
H 0.3 0.0 -0.3
H -0.4 0.1 -0.2
H -0.4 0.5 -0.2
Cl -0.1 -0.2 -0.4
C -0.1 -0.1 -0.5
C 0.0 0.1 -0.4
C 0.3 0.6 0.0
C 0.2 0.5 0.5
C -0.1 -0.7 1.1
C -0.1 -0.3 0.2
C -2.1 -4.9 -2.2
O 1.9 4.2 0.2
O -1.4 -3.2 4.7
H 0.0 0.1 0.0
H 0.0 0.1 -0.3
H -0.1 0.1 -0.5
H 0.0 0.0 0.0

Computed properties:
net charge = 0
total energy = -52743.1728 eV
maximum force = 5.87 eV Å⁻¹